# 1
Computed, not measured: 2 unconnected molecules or ions with the total composition C8H7N5O, with ωB97M-V with the def2-TZVPD basis set.

The geometry in XYZ format:
```
21
Properties=species:S:1:pos:R:3:lowdin_charge:R:1
C -2.50 -0.51 -3.35 0.02
C -2.59 -0.66 -1.94 0.02
C -1.37 -0.10 -3.87 -0.01
C -0.56 -0.01 -1.91 0.02
C -0.07 -0.36 3.38 -0.05
C 0.64 0.17 1.52 -0.27
C 1.79 0.27 2.38 -0.17
C 2.32 0.76 0.38 -0.01
N -1.54 -0.38 -1.19 0.20
N -0.26 0.25 -3.08 0.25
N -0.52 -0.18 2.12 0.19
N 1.31 -0.17 3.61 0.18
N 2.83 0.62 1.63 0.22
O 1.00 0.57 0.32 0.14
H -3.26 -0.80 -4.09 0.16
H -3.52 -0.95 -1.32 0.19
H -1.24 -0.18 -4.92 0.15
H -0.70 -0.73 4.11 0.12
H 2.75 1.36 -0.37 0.16
H 1.71 -0.07 4.56 0.20
H 3.77 1.11 2.02 0.29
```

HOMO-LUMO gap: 0.2438 Ha
energy: -17885.430 eV
net charge: +2
energy above the lowest of the compared OMol25 structures with the same formula, charge and spin: 130.3 kJ/mol
2S+1: 1
HOMO energy: -16.34 eV

# 2
Computed, not measured: a gas-phase ion, C15H19BrN2O2 (charge +2), with ωB97M-V with the def2-TZVPD basis set.

The geometry in XYZ format:
```
39
Properties=species:S:1:pos:R:3:lowdin_charge:R:1
C 4.30 -2.22 0.03 -0.07
C 4.85 -1.05 -0.76 -0.26
O 4.65 0.16 -0.04 -0.16
C 4.20 1.28 -0.78 -0.19
C 3.51 2.25 0.15 -0.11
O 2.09 2.01 0.28 -0.10
C 1.81 0.84 0.95 -0.12
N 0.37 0.55 0.69 0.02
C -0.05 -0.71 0.53 0.04
C -1.37 -0.99 0.31 0.06
C -2.30 0.05 0.23 -0.11
C -3.74 -0.22 -0.02 -0.10
C -4.55 0.72 -0.66 0.05
C -5.88 0.46 -0.87 -0.06
N -6.40 -0.71 -0.46 -0.45
Br -8.21 -1.03 -0.75 0.99
C -5.66 -1.65 0.16 -0.06
C -4.33 -1.42 0.38 0.05
C -1.83 1.35 0.40 0.06
C -0.50 1.58 0.63 0.05
H 4.66 -3.15 -0.41 0.09
H 4.65 -2.18 1.06 0.09
H 3.21 -2.24 0.03 0.05
H 5.91 -1.19 -0.94 0.13
H 4.37 -0.99 -1.74 0.12
H 3.51 0.96 -1.57 0.13
H 5.04 1.79 -1.26 0.14
H 3.60 3.27 -0.23 0.14
H 3.98 2.21 1.14 0.14
H 1.92 0.94 2.04 0.17
H 2.39 -0.02 0.61 0.13
H 0.70 -1.49 0.58 0.15
H -1.66 -2.02 0.16 0.14
H -4.15 1.65 -1.02 0.14
H -6.54 1.15 -1.37 0.14
H -6.17 -2.55 0.46 0.14
H -3.78 -2.19 0.90 0.14
H -2.49 2.21 0.39 0.14
H -0.10 2.57 0.77 0.16
```

HOMO-LUMO gap: 0.2273 Ha
energy: -92963.806 eV
net charge: +2
2S+1: 1
HOMO energy: -14.42 eV

# 3
Computed, not measured: a molecular structure, C3H6Br3Ca2F4O8P2Rb2, with ωB97M-V with the def2-TZVPD basis set.

The geometry in XYZ format:
```
30
Properties=species:S:1:pos:R:3:lowdin_charge:R:1
Rb 12.98 12.11 21.62 1.00
Rb 10.19 6.28 20.24 1.02
Ca 13.39 9.41 18.06 1.46
Ca 14.31 6.02 19.00 1.57
O 12.49 7.23 18.34 -0.66
H 12.05 6.64 17.71 -0.03
O 15.12 8.09 18.44 -0.65
H 16.08 8.24 18.49 0.00
O 9.61 9.09 19.83 -0.42
P 10.18 10.36 19.19 0.38
O 11.38 10.29 18.19 -0.48
F 10.66 11.32 20.39 -0.25
F 8.98 11.13 18.44 -0.11
O 13.00 9.39 20.36 -0.49
P 13.36 8.29 21.37 0.39
O 14.23 7.12 21.00 -0.43
F 11.95 7.62 21.86 -0.23
F 13.89 9.08 22.69 -0.16
C 15.52 12.95 17.27 0.08
C 14.57 11.85 17.62 -0.63
O 14.25 11.55 18.75 0.03
O 14.19 11.08 16.68 0.19
H 16.03 13.32 18.16 0.12
H 14.92 13.73 16.79 0.12
H 16.23 12.53 16.56 0.12
C 15.85 7.56 24.55 -1.52
Br 14.50 7.35 25.91 0.61
Br 17.31 6.31 24.86 0.58
Br 16.61 9.49 24.50 0.48
H 15.49 7.34 23.54 -0.07
```

HOMO-LUMO gap (spin up / spin down): 0.2786 / 0.1321 Ha
energy: -297353.316 eV
net charge: +2
2S+1: 2
HOMO energy (spin up / spin down): -14.11 / -14.11 eV